The following is a DFT calculation (the ωB97M-V functional and the def2-TZVPD basis) of a 3-piece molecular cluster, C21H49BrO12P2S overall in a non-equilibrium geometry.

```
86
Properties=species:S:1:pos:R:3:lowdin_charge:R:1
Br 1.00 4.34 -0.66 0.794
S 0.24 6.50 -3.75 0.942
P 2.56 -0.25 3.11 0.395
P 0.03 -5.78 -0.01 0.381
O 3.42 0.32 2.08 -0.215
O -1.35 6.51 -4.23 -0.304
O -1.33 -5.38 -0.70 -0.180
O 1.05 0.26 2.83 -0.204
O -0.17 -7.38 0.08 -0.193
O 0.35 4.91 -3.49 -0.394
O 2.60 -0.03 4.67 -0.181
O 2.27 -1.80 2.98 -0.182
O -0.22 -5.42 1.51 -0.162
O -1.99 5.21 -4.27 -0.130
O 1.38 -5.49 -0.50 -0.219
O 0.26 7.20 -2.49 -0.383
C 1.13 1.42 5.92 -0.067
C 0.03 -4.08 1.98 -0.256
C 2.45 1.32 5.19 -0.245
C -3.30 2.76 -3.24 -0.076
C -3.39 5.45 -4.18 -0.178
C -3.31 6.29 -1.84 -0.065
C -3.86 3.78 -2.24 -0.354
C 1.71 4.45 -3.46 -0.272
C 3.31 5.56 -1.79 -0.142
C -2.77 -6.87 -1.93 -0.068
C 3.87 -3.02 4.38 -0.073
C 0.78 1.33 1.92 -0.294
C 3.37 -2.74 2.98 -0.252
C 2.36 4.40 -2.05 -0.685
C 0.76 -8.28 -0.52 -0.289
C 0.23 0.79 0.62 -0.077
C -3.04 3.63 -0.94 -0.085
C -1.62 -5.90 -2.02 -0.247
C -1.10 -3.13 1.63 -0.064
C 1.66 -8.90 0.52 -0.072
C -3.95 5.25 -2.77 -0.291
H 2.52 2.05 4.38 0.116
H 0.16 -9.05 -1.02 0.115
H 1.35 -7.77 -1.29 0.106
H -0.73 -6.36 -2.45 0.115
H 2.98 -3.65 2.53 0.107
H -3.56 4.04 -0.08 0.080
H 3.78 5.86 -2.73 0.078
H -1.17 -2.98 0.55 0.072
H -0.71 0.26 0.78 0.071
H 1.02 0.60 6.63 0.083
H -2.05 4.06 -1.05 0.037
H -5.01 5.51 -2.83 0.136
H 1.07 2.37 6.46 0.081
H 0.93 0.08 0.17 0.084
H -1.89 -5.04 -2.64 0.120
H 3.28 1.49 5.87 0.120
H 1.07 -9.48 1.24 0.077
H -2.20 2.77 -3.23 0.082
H 3.04 -3.30 5.03 0.083
H -3.58 1.76 -2.90 0.079
H 0.13 -4.15 3.06 0.123
H -3.60 -6.43 -1.37 0.083
H -2.27 6.06 -1.61 0.063
H -3.89 4.83 -4.92 0.122
H 0.06 1.61 -0.08 0.022
H 1.73 3.47 -3.92 0.128
H -2.06 -3.54 1.97 0.084
H 4.18 -2.37 2.34 0.118
H 4.12 5.26 -1.13 0.078
H 0.04 1.97 2.40 0.118
H -2.88 2.56 -0.77 0.075
H 4.34 -2.14 4.82 0.070
H 2.81 6.42 -1.36 0.064
H -4.87 3.46 -1.98 0.125
H -3.86 6.36 -0.90 0.083
H 2.19 -8.13 1.07 0.079
H 1.67 1.92 1.74 0.093
H 0.30 1.37 5.22 0.072
H 4.60 -3.82 4.37 0.080
H 2.39 -9.57 0.05 0.077
H -2.47 -7.78 -1.40 0.072
H 0.97 -3.72 1.57 0.094
H -0.93 -2.17 2.11 0.072
H -3.66 2.87 -4.26 0.068
H 2.91 3.47 -1.95 0.086
H 2.30 5.12 -4.10 0.102
H -3.30 7.28 -2.31 0.084
H -3.58 6.48 -4.49 0.128
H -3.11 -7.14 -2.92 0.080
```

ΔE to the lowest compared entry with this formula, charge and spin = 0.00 kJ/mol
gap between HOMO and LUMO = 10.37 eV
charge = 0